Entry 1:
ORCA calculation (ωB97M-V with the def2-TZVPD basis set) on a cluster of 13 separate species, C49H54ClF14N2O40 in total.

Structure (XYZ):
```
160
Properties=species:S:1:pos:R:3
C 6.564 -0.901 1.777
C 5.286 -1.597 2.205
Cl 4.297 -0.626 3.316
C 4.493 -2.126 0.961
N 3.158 -1.505 0.754
C 2.153 -2.065 1.282
C 0.907 -1.373 0.937
N -0.062 -1.077 2.030
C -0.088 -2.079 3.057
O -0.105 -1.832 4.223
F -0.088 -3.331 2.615
C -1.328 -0.826 1.496
O -1.577 0.095 0.770
F -2.244 -1.717 1.851
C 1.265 -0.221 -0.050
C 2.804 -0.304 -0.052
C 3.640 0.976 0.094
C 2.895 2.169 0.669
C 2.611 2.137 2.151
C 1.678 3.259 2.514
O 2.076 4.315 2.912
O 0.353 3.017 2.292
H 6.407 0.131 1.505
H 7.283 -0.969 2.573
H 6.999 -1.437 0.943
H 5.590 -2.472 2.757
H 4.306 -3.175 1.112
H 5.095 -1.969 0.087
H 2.269 -2.939 1.891
H 0.389 -2.111 0.310
H 0.892 -0.457 -1.026
H 0.811 0.650 0.395
H 3.031 -0.615 -1.067
H 4.495 0.748 0.719
H 4.000 1.284 -0.874
H 1.971 2.351 0.135
H 3.533 3.025 0.487
H 3.528 2.221 2.715
H 2.162 1.185 2.433
H 0.083 2.291 2.869
C -2.696 2.618 -0.484
C -2.270 3.399 -1.700
O -3.443 3.391 -2.494
C -4.505 3.310 -1.639
O -5.626 3.535 -1.929
O -4.091 2.934 -0.401
F -1.267 2.759 -2.377
H -2.573 1.549 -0.630
H -2.173 2.918 0.421
H -1.971 4.426 -1.502
C 4.864 -2.059 -4.543
C 5.208 -1.498 -3.186
O 4.452 -2.323 -2.309
C 4.329 -3.547 -2.932
O 3.990 -4.529 -2.369
O 4.646 -3.447 -4.230
F 4.792 -0.221 -3.033
H 3.950 -1.627 -4.950
H 5.662 -1.944 -5.270
H 6.266 -1.561 -2.925
C 0.164 0.380 -4.198
C 1.480 1.122 -4.248
O 2.133 0.515 -5.346
C 1.158 0.068 -6.199
O 1.334 -0.265 -7.315
O -0.048 0.063 -5.573
F 2.229 0.918 -3.123
H 0.243 -0.546 -3.622
H -0.650 0.982 -3.803
H 1.381 2.193 -4.422
C -3.619 8.484 -1.349
C -3.404 7.990 0.063
O -2.553 6.865 -0.148
C -1.849 7.104 -1.288
O -0.880 6.492 -1.608
O -2.393 8.104 -1.994
F -4.560 7.572 0.637
H -4.449 7.961 -1.826
H -3.783 9.552 -1.414
H -2.911 8.694 0.722
C 7.215 -2.644 7.268
C 7.964 -3.318 6.141
O 7.604 -2.517 5.022
C 7.342 -1.262 5.492
O 7.263 -0.299 4.808
O 7.189 -1.277 6.832
F 7.541 -4.586 5.934
H 6.194 -3.018 7.351
H 7.710 -2.738 8.229
H 9.049 -3.315 6.251
C -3.223 -4.518 3.252
C -3.893 -5.119 2.039
O -4.796 -6.037 2.619
C -5.129 -5.556 3.854
O -6.042 -5.932 4.499
O -4.263 -4.580 4.230
F -3.010 -5.789 1.255
H -2.374 -5.119 3.584
H -2.896 -3.498 3.097
H -4.445 -4.406 1.424
C -1.137 -2.089 -8.448
C -2.565 -1.957 -8.924
O -2.874 -3.280 -9.326
C -2.109 -4.124 -8.572
O -2.291 -5.285 -8.464
O -1.112 -3.435 -7.959
F -2.670 -1.130 -9.992
H -0.425 -1.984 -9.268
H -0.879 -1.385 -7.666
H -3.272 -1.639 -8.156
C -6.379 2.364 2.613
C -7.605 2.442 1.734
O -8.427 3.348 2.446
C -7.602 4.181 3.148
O -7.932 5.201 3.640
O -6.343 3.669 3.194
F -8.235 1.243 1.639
H -6.489 1.619 3.403
H -5.471 2.161 2.051
H -7.419 2.830 0.730
C -7.352 -9.045 4.549
C -8.780 -9.399 4.209
O -8.769 -10.813 4.284
C -7.801 -11.165 5.182
O -7.694 -12.233 5.672
O -6.986 -10.110 5.435
F -9.112 -9.021 2.949
H -6.710 -9.067 3.667
H -7.254 -8.079 5.034
H -9.523 -9.006 4.905
C 0.930 10.806 1.535
C 0.791 12.145 0.847
O -0.041 11.828 -0.260
C -0.809 10.773 0.103
O -1.781 10.411 -0.473
O -0.324 10.184 1.218
F 1.978 12.608 0.395
H 1.745 10.218 1.112
H 1.064 10.886 2.609
H 0.310 12.918 1.448
C 2.505 -4.158 -10.224
C 3.491 -3.035 -10.451
O 3.486 -2.373 -9.194
C 3.176 -3.304 -8.253
O 3.336 -3.160 -7.087
O 2.672 -4.417 -8.824
F 3.073 -2.176 -11.409
H 1.480 -3.840 -10.416
H 2.720 -5.045 -10.812
H 4.506 -3.361 -10.682
C 0.624 0.267 6.844
C 1.196 1.314 5.916
O 0.247 1.331 4.871
C -0.965 0.958 5.401
O -1.999 1.110 4.854
O -0.786 0.406 6.616
F 2.397 0.949 5.393
H 0.936 -0.739 6.560
H 0.872 0.439 7.887
H 1.280 2.311 6.349
```

## Properties
Charge = +1
HOMO level = -12.162 eV
Max |F| = 2.73 eV Å⁻¹
E = -6876.9495 Ha
Multiplicity = 1

***

Entry 2:
ORCA calculation (ωB97M-V with the def2-TZVPD basis set) on a structure of composition C49H54IN4O2P2Pd.

Structure (XYZ):
```
113
Properties=species:S:1:pos:R:3
Pd 0.726 -1.024 -1.064
O 1.277 -0.019 0.831
P 0.499 -0.257 2.143
C 0.041 -2.092 2.414
P -1.143 -2.692 1.160
O -1.034 -2.017 -0.187
C -2.779 -2.322 1.865
C -3.327 -3.035 2.956
C -4.582 -2.668 3.399
C -5.306 -1.603 2.851
C -4.692 -0.874 1.813
C -3.537 -1.313 1.201
C -0.932 -4.439 1.183
C -0.867 -5.124 2.416
C -0.605 -6.508 2.392
C -0.309 -7.207 1.276
C -0.354 -6.537 0.050
C -0.717 -5.190 -0.022
C -1.058 0.602 2.327
C -1.637 0.602 3.577
C -2.717 1.513 3.841
C -3.198 2.330 2.795
C -2.562 2.313 1.556
C -1.535 1.417 1.264
C 1.573 0.308 3.550
C 1.374 1.452 4.168
C 2.182 1.826 5.290
C 3.057 0.964 5.857
C 3.205 -0.265 5.246
C 2.470 -0.639 4.159
H -0.218 -2.228 3.504
H 1.011 -2.651 2.220
H -2.708 -3.845 3.372
H -5.048 -3.289 4.164
H -6.204 -1.202 3.327
H -5.330 -0.178 1.272
H -3.163 -0.863 0.285
H -0.958 -4.623 3.339
H -0.517 -7.033 3.343
H -0.140 -8.291 1.314
H -0.239 -7.074 -0.875
H -0.819 -4.767 -1.031
H -1.247 0.023 4.438
H -3.197 1.490 4.803
H -3.883 3.093 3.109
H -2.890 2.995 0.778
H -1.056 1.399 0.301
H 0.754 2.202 3.699
H 1.956 2.840 5.707
H 3.633 1.260 6.767
H 3.979 -0.926 5.544
H 2.610 -1.629 3.709
C 2.420 5.473 -1.303
C 1.406 4.663 -0.485
C 1.073 5.191 0.887
C 0.056 4.602 -1.255
C -0.593 5.828 -1.327
C -1.800 5.973 -1.978
C -2.412 4.894 -2.588
C -1.799 3.663 -2.507
C -2.652 2.495 -3.114
C -2.064 1.980 -4.411
C -2.740 1.260 -2.091
C -0.473 3.455 -1.964
N 0.120 2.247 -2.079
C 1.392 2.235 -2.351
C 2.379 1.214 -2.197
C 3.785 1.497 -2.217
C 4.501 0.349 -2.043
C 3.511 -0.667 -1.982
N 2.266 -0.157 -1.950
C 3.775 -2.130 -1.785
C 3.980 -2.408 -0.296
C 5.083 -2.586 -2.430
C 2.713 -2.980 -2.535
H 3.459 5.449 -0.803
H 2.133 6.469 -1.390
H 2.438 5.012 -2.322
H 1.790 3.605 -0.367
H 0.712 6.256 0.801
H 1.963 5.213 1.529
H 0.263 4.703 1.405
H -0.160 6.734 -0.871
H -2.140 6.991 -2.219
H -3.346 5.035 -3.101
H -3.646 2.997 -3.281
H -1.152 1.441 -4.197
H -1.833 2.896 -4.962
H -2.771 1.386 -5.060
H -1.713 0.969 -1.817
H -3.254 0.410 -2.603
H -3.286 1.480 -1.192
H 1.908 3.078 -2.758
H 4.107 2.509 -2.332
H 5.602 0.256 -2.080
H 4.833 -1.838 0.026
H 4.329 -3.461 -0.241
H 3.176 -2.143 0.466
H 6.033 -2.258 -1.878
H 5.168 -2.199 -3.490
H 5.150 -3.662 -2.357
H 1.697 -2.780 -2.047
H 2.884 -4.025 -2.436
H 2.519 -2.764 -3.607
I -1.468 -2.130 -6.939
C -1.097 -2.012 -4.910
C -2.015 -2.419 -4.001
N -1.549 -2.157 -2.777
N -0.245 -1.716 -2.856
C -0.089 -1.404 -4.126
H -2.988 -2.809 -4.198
H -1.997 -2.474 -1.900
H 0.816 -0.932 -4.500
```

## Properties
Charge = -1
HOMO level (spin up / spin down) = -0.583 / -0.584 eV
Max |F| = 4.86 eV Å⁻¹
E = -3377.2840 Ha
Multiplicity = 1

***

> The lowest max |F| belongs to which entry?

C49H54ClF14N2O40